#P
{
  "formula": "C4H8N2O",
  "method": "ωB97M-V/def2-TZVPD",
  "species": ["C", "C", "C", "C", "N", "N", "O", "H", "H", "H", "H", "H", "H", "H", "H"],
  "positions_angstrom": [[-0.27737, 0.88544, -0.25608], [-1.17657, -0.04950, 0.06098], [1.11254, 0.82925, -0.16964], [-2.61220, 0.16000, -0.05688], [1.96847, 1.73528, -0.14864], [3.15504, -0.63884, 0.09062], [1.83095, -0.89977, 0.16716], [-0.57053, 1.79974, -0.76251], [-0.74089, -0.95597, 0.36556], [-3.00092, -0.54177, 0.81195], [-2.87627, 1.14217, -0.07865], [-2.96636, -0.38589, -0.91230], [2.94378, 1.45167, -0.13679], [3.54415, -1.14271, -0.80873], [3.60141, -0.89808, 1.06512]],
  "lowdin_charge": [-0.1004, -0.1331, -0.2071, -0.0782, 0.1570, -0.1643, -0.2525, 0.1228, 0.0971, 0.1316, 0.0443, 0.0776, 0.0457, 0.1290, 0.1305],
  "homo_ev": -8.465,
  "total_charge": 0,
  "homo_lumo_gap_ha": 0.334,
  "lumo_ha": 0.0231
}

#Q
{
  "formula": "C4H8N2O",
  "method": "ωB97M-V/def2-TZVPD",
  "species": ["N", "C", "C", "N", "C", "C", "O", "H", "H", "H", "H", "H", "H", "H", "H"],
  "positions_angstrom": [[-0.75488, 1.91227, 1.83556], [-0.72032, 0.95330, 1.19240], [-0.78935, -0.33422, 0.47263], [-2.18934, -0.50326, 0.07894], [0.13445, -0.40092, -0.75582], [1.56293, 0.06256, -0.50217], [1.54422, 1.44624, -0.23160], [-0.44586, -1.09787, 1.19387], [-2.37273, -1.46907, -0.17405], [-2.78814, -0.27923, 0.86846], [-0.30565, 0.19338, -1.56362], [0.16922, -1.44662, -1.08935], [2.16635, -0.13521, -1.39620], [2.00270, -0.51030, 0.33364], [2.43982, 1.79621, -0.33770]],
  "lowdin_charge": [0.1642, -0.1948, -0.3952, 0.0383, -0.1502, -0.2757, -0.0734, 0.1459, 0.0785, 0.0786, 0.1260, 0.1204, 0.1168, 0.1220, 0.0983],
  "homo_ev": -10.104,
  "total_charge": 0,
  "homo_lumo_gap_ha": 0.399,
  "lumo_ha": 0.0276
}

Going by the energies, #Q is most stable and the next is 87.5 kcal/mol up.

#P
{
  "formula": "C4H8N2O",
  "method": "ωB97M-V/def2-TZVPD",
  "species": ["C", "C", "O", "C", "N", "C", "N", "H", "H", "H", "H", "H", "H", "H", "H"],
  "positions_angstrom": [[-1.56339, -0.93850, -0.64466], [-0.55089, -0.63758, -1.70039], [-0.06300, 0.63361, -1.56375], [0.52941, 0.99505, -0.37465], [0.68193, 2.17135, 0.05068], [1.12624, -0.22333, 0.30892], [0.61548, -0.37400, 1.65497], [-1.59804, -0.34742, 0.28029], [-1.64748, -2.00726, -0.42511], [-2.44563, -0.68456, -1.25864], [0.84799, -1.09150, -0.30803], [0.22661, 2.86801, -0.53929], [2.22107, -0.17126, 0.23185], [1.33281, -0.71191, 2.28234], [0.28689, 0.51930, 2.00546]],
  "lowdin_charge": [-0.1306, -0.0351, -0.0580, -0.4408, 0.1759, -0.2229, 0.0216, 0.0740, 0.0849, 0.0979, 0.0847, 0.0720, 0.1322, 0.0732, 0.0711],
  "homo_ev": -8.672,
  "total_charge": 0,
  "homo_lumo_gap_ha": 0.327,
  "lumo_ha": 0.0085
}

#Q
{
  "formula": "C4H8N2O",
  "method": "ωB97M-V/def2-TZVPD",
  "species": ["C", "C", "C", "N", "O", "C", "N", "H", "H", "H", "H", "H", "H", "H", "H"],
  "positions_angstrom": [[0.23517, 0.33166, -1.69818], [0.02231, -0.03586, -0.24774], [-0.72485, 0.99801, 0.57192], [-0.85510, 0.69123, 1.90092], [-1.12469, 2.03577, 0.07653], [0.05075, -1.47899, 0.11481], [1.12811, -0.59832, 0.53844], [0.80896, -0.45204, -2.20671], [-0.72101, 0.44333, -2.21875], [0.76989, 1.28067, -1.78526], [-0.18344, 0.02513, 2.25956], [-1.03417, 1.48458, 2.49974], [-0.57687, -1.87056, 0.91255], [0.23332, -2.18308, -0.69671], [1.97162, -0.67152, -0.02113]],
  "lowdin_charge": [-0.0235, -0.4235, -0.4750, 0.1580, 0.0610, -0.1086, 0.0414, 0.0819, 0.0914, 0.0869, 0.0847, 0.1090, 0.1037, 0.1100, 0.1027],
  "homo_ev": -9.625,
  "total_charge": 0,
  "homo_lumo_gap_ha": 0.389,
  "lumo_ha": 0.0353
}

Going by the energies, #Q is most stable and the next is 83.1 kcal/mol up.